A cluster of 2 separate species, C4H12NO2 in total at a distorted geometry, computed with ωB97M-V/def2-TZVPD.

```
19
C4H12NO2, DFT ωB97M-V/def2-TZVPD
C 2.56264 -0.95019 -0.23491
C 1.55439 0.23294 -0.56174
C -1.32967 0.37602 -0.68000
C -0.44704 -0.23838 0.39584
N -2.81399 0.13929 -0.29779
O -0.51142 -1.57677 0.49975
O -0.73210 0.53257 1.48796
H 2.37417 -1.96561 -0.62206
H 2.68075 -1.08743 0.80161
H 3.50567 -0.63757 -0.59732
H 1.82155 1.09530 0.04501
H 1.07988 0.38864 -1.49932
H -1.06030 1.48800 -0.77642
H -1.17865 -0.15341 -1.56355
H -3.15591 0.98293 0.02502
H -2.96654 -0.45745 0.54504
H -3.47078 -0.14563 -1.13432
H 0.41372 -1.87120 0.67467
H -0.12058 0.56009 2.19049
```

The calculation puts the energy relative to the best compared isomer or geometry (same formula, charge and spin) at 394.7 kJ/mol. Its calculated total energy is -9918.139 eV. The orbital gap comes out at 0.321 Eh. The total charge is +1.

=====

A cluster of 2 separate species, C4H12NO2 in total at a distorted geometry, computed with ωB97M-V/def2-TZVPD.

```
19
C4H12NO2, DFT ωB97M-V/def2-TZVPD
C 0.32145 0.49506 0.06536
C 0.60284 -0.87868 -0.44591
C -0.38342 -1.88524 0.04829
C -1.61973 -2.13394 -0.69978
O -2.26651 -1.25369 -1.26002
N -0.60058 1.04127 -0.90305
H 0.00018 0.65487 1.17298
H 1.31501 1.15792 0.12424
H 0.63346 -0.87591 -1.51032
H 1.61894 -1.09542 -0.22694
H 0.17670 -2.87937 0.21018
H -0.73892 -1.61077 1.02861
H -1.95670 -3.19164 -0.68721
H -1.38968 0.38755 -1.19833
H -0.15718 1.13850 -1.89828
H -1.05551 1.87625 -0.52374
H 1.85884 3.57803 1.64332
H 1.88702 2.82802 2.97726
O 1.75380 2.64720 2.08334
```

The calculation puts the energy relative to the best compared isomer or geometry (same formula, charge and spin) at 200.5 kJ/mol. Its calculated total energy is -9920.151 eV. The orbital gap comes out at 0.409 Eh. The total charge is +1.

=====

A cluster of 2 separate species, C4H12NO2 in total at a distorted geometry, computed with ωB97M-V/def2-TZVPD.

```
19
C4H12NO2, DFT ωB97M-V/def2-TZVPD
C -0.46612 1.65276 0.52496
C 0.02430 0.26052 0.21042
C 1.45631 0.28992 -0.29713
C 2.46985 0.70819 0.82193
O 2.18609 1.04440 1.95182
N -0.75419 -0.34315 -0.91131
H -1.61347 1.63595 0.71052
H -0.31952 2.31233 -0.37363
H 0.32049 2.04390 1.24628
H -0.01572 -0.47770 1.05368
H 1.67170 1.18674 -0.95743
H 1.82795 -0.61209 -0.87601
H 3.58618 0.49579 0.51207
H -1.60463 -0.73382 -0.60307
H -0.15491 -0.97607 -1.44891
H -1.16640 0.26815 -1.62329
H -3.24853 -2.75687 -0.00813
H -1.84967 -3.45306 0.06933
O -2.34971 -2.54591 -0.00211
```

The calculation puts the energy relative to the best compared isomer or geometry (same formula, charge and spin) at 98.8 kJ/mol. Its calculated total energy is -9906.411 eV. The multiplicity is 2. Its expectation value of S² is 0.759. The orbital gap (spin up / spin down) comes out at 0.324 / 0.188 Eh. The total charge is +2.

=====

A cluster of 3 separate species, C4H12NO2 in total at a distorted geometry, computed with ωB97M-V/def2-TZVPD.

```
19
C4H12NO2, DFT ωB97M-V/def2-TZVPD
C -0.58195 -3.05939 -0.36984
C 0.21695 -1.98961 0.25353
C 1.33794 -2.21437 1.07916
C -1.05983 -0.15250 -0.58223
N -0.26586 -0.65851 0.30135
H -0.26795 -3.99415 0.08790
H -0.37413 -3.17303 -1.45209
H -1.64418 -2.86041 -0.25135
H 1.65173 -1.45709 1.78799
H 1.94521 -3.11034 0.96441
H -1.17041 0.92540 -0.67829
H -1.58766 -0.83467 -1.25094
H 0.21719 -0.02706 1.00412
H -0.48754 6.96641 -2.83290
H -0.02679 5.62837 -2.26679
O -0.81483 6.09376 -2.58906
H 0.90447 1.80893 1.64445
H 1.03612 1.14929 3.04894
O 0.97150 0.95896 2.10165
```

The calculation puts the energy relative to the best compared isomer or geometry (same formula, charge and spin) at 129.9 kJ/mol. Its calculated total energy is -9906.089 eV. The multiplicity is 2. Its expectation value of S² is 0.755. The orbital gap (spin up / spin down) comes out at 0.156 / 0.065 Eh. The total charge is +2.

=====

A cluster of 3 separate species, C4H12NO2 in total at a distorted geometry, computed with ωB97M-V/def2-TZVPD.

```
19
C4H12NO2, DFT ωB97M-V/def2-TZVPD
C -0.32709 -2.12206 -0.31824
C 0.74658 -1.31341 0.22738
C 1.20084 -0.03881 -0.18777
N -0.76905 0.84395 -1.45978
C 0.66762 0.81495 -1.32071
H -1.27915 -1.90849 0.21136
H -0.19208 -3.18156 -0.16264
H -0.46204 -1.88730 -1.37438
H 1.32388 -1.70573 1.06298
H 2.04314 0.42872 0.30568
H -1.17509 1.07904 -2.36802
H 1.11613 0.45741 -2.25379
H 0.96066 1.85933 -1.11936
H 0.99617 0.94097 2.89882
H -0.20618 1.00088 1.91698
O 0.64773 0.59189 2.07527
H -2.41155 1.67370 1.45656
H -1.26426 1.13438 -0.56772
O -1.61625 1.33212 0.97738
```

The calculation puts the energy relative to the best compared isomer or geometry (same formula, charge and spin) at 449.2 kJ/mol. Its calculated total energy is -9902.780 eV. The multiplicity is 2. Its expectation value of S² is 1.756. The orbital gap (spin up / spin down) comes out at 0.272 / 0.270 Eh. The total charge is +2.

=====

A cluster of 2 separate species, C4H12NO2P in total at a distorted geometry, computed with ωB97M-V/def2-TZVPD.

```
20
C4H12NO2P, DFT ωB97M-V/def2-TZVPD
C 0.42354 -1.52128 -1.33141
C -1.36687 -1.36497 0.46099
C 0.00039 -0.77854 -0.04718
C 1.74543 1.28239 -0.08518
N 2.53259 0.82828 0.94269
O -0.40325 1.49849 -1.53923
O -2.25498 1.86874 0.97583
P 0.06383 1.00301 -0.26217
H 1.01581 -2.38193 -1.08138
H -0.58518 -1.74433 -1.78536
H 0.90542 -0.90213 -2.07652
H -1.35709 -1.23378 1.51678
H -2.22375 -0.74101 -0.04958
H -1.57508 -2.47388 0.29891
H 0.77531 -0.94946 0.68373
H 2.05753 2.17926 -0.62886
H 2.16734 0.00496 1.48036
H -2.03720 2.29531 0.15288
H 3.34831 1.35527 1.28046
H -3.23212 1.77560 1.09422
```

The calculation puts the energy relative to the best compared isomer or geometry (same formula, charge and spin) at 297.0 kJ/mol. Its calculated total energy is -19214.680 eV. The orbital gap (spin up / spin down) comes out at 0.277 / 0.277 Eh.

=====

A cluster of 2 separate species, C4H12NO2S in total at a distorted geometry, computed with ωB97M-V/def2-TZVPD.

```
20
C4H12NO2S, DFT ωB97M-V/def2-TZVPD
O -0.09787 -2.84940 -0.03947
C 0.13968 -1.72113 0.29959
C 0.39359 -0.66031 -0.77231
C -0.01803 0.75545 -0.41206
C 0.90221 1.44064 0.57728
S 1.03848 3.25080 0.29536
N -0.32560 -1.14638 -1.97729
H 0.15965 -1.33610 1.32876
H 1.43298 -0.71044 -0.97784
H -0.07909 1.34466 -1.32144
H -1.06726 0.76409 -0.08705
H 1.90907 1.03139 0.59531
H 0.56687 1.40298 1.60816
H 2.18654 3.25103 -0.39265
H -0.46036 -2.16281 -1.85128
H 0.17413 -0.94449 -2.83937
H -1.24236 -0.69563 -1.98310
H -1.91640 -1.13194 2.69097
H -2.05462 0.39064 2.90655
O -1.64161 -0.27305 2.35189
```

The calculation puts the energy relative to the best compared isomer or geometry (same formula, charge and spin) at 124.6 kJ/mol. Its calculated total energy is -20755.852 eV. The orbital gap comes out at 0.318 Eh. The total charge is +1.

=====

A structure of composition C4H12NO3 at a distorted geometry, computed with ωB97M-V/def2-TZVPD.

```
20
C4H12NO3, DFT ωB97M-V/def2-TZVPD
C 0.57826 -0.90992 0.39214
O -0.23389 -1.68251 -0.41785
C 0.63565 0.51835 -0.15955
C -0.76063 1.19020 -0.00628
C -0.84326 1.87086 1.36326
O -2.07200 1.47394 2.05176
N 1.00660 0.52968 -1.57322
H 0.25766 -0.93695 1.45428
H 1.58663 -1.36028 0.46882
H 1.34658 1.15563 0.37329
H -0.84789 1.95065 -0.78264
H -1.45460 0.36118 -0.13432
H -0.10226 1.47943 2.05369
H -0.93154 2.95334 1.40500
H -2.36868 0.60501 1.77673
H 0.20781 0.66358 -2.17681
H 1.36694 -0.38216 -1.83822
H 0.41585 -2.35666 -1.14234
H 1.02058 -3.99798 -1.38037
O 1.19220 -3.12539 -1.72736
```

The calculation puts the energy relative to the best compared isomer or geometry (same formula, charge and spin) at 78.3 kJ/mol. Its calculated total energy is -11975.141 eV. The orbital gap comes out at 0.283 Eh. The total charge is -1.

=====

A cluster of 2 separate species, C4H12NO3 in total at a distorted geometry, computed with ωB97M-V/def2-TZVPD.

```
20
C4H12NO3, DFT ωB97M-V/def2-TZVPD
C 1.17816 -0.33050 0.26147
O 2.01939 -1.18368 -0.41406
C -0.05394 0.04372 -0.65705
C -0.94950 1.10408 0.03461
C -2.31293 1.33710 -0.62057
O -3.22178 2.00521 0.22138
N -0.95366 -1.15526 -0.77892
H 0.89481 -0.91980 1.17198
H 1.68736 0.63484 0.49226
H 0.35654 0.24071 -1.65727
H -1.03405 0.81980 1.09412
H -0.25418 1.97378 0.14707
H -2.10298 2.01774 -1.46622
H -2.69873 0.37798 -0.97127
H -3.11668 2.06971 1.16876
H -1.12139 -1.55616 0.13367
H -0.45621 -1.89147 -1.26004
H 3.02669 -1.57889 0.70322
H 3.88428 -0.61067 1.40327
O 3.74041 -1.56388 1.45710
```

The calculation puts the energy relative to the best compared isomer or geometry (same formula, charge and spin) at 107.3 kJ/mol. Its calculated total energy is -11974.840 eV. The orbital gap comes out at 0.246 Eh. The total charge is -1.

=====

A cluster of 2 separate species, C4H12NO3 in total at a distorted geometry, computed with ωB97M-V/def2-TZVPD.

```
20
C4H12NO3, DFT ωB97M-V/def2-TZVPD
C -0.74415 0.64092 0.35796
C 0.32336 0.25954 1.35393
C 0.80146 1.37307 2.26698
O 1.51622 -0.12566 0.68854
N -1.51593 -0.48128 -0.24815
C -0.75621 -1.69741 -0.71949
O 0.44306 -1.52672 -1.29867
H -0.33281 1.23557 -0.48929
H -1.49154 1.36103 0.70686
H -0.00150 -0.65628 1.87408
H -0.03372 1.89612 2.74700
H 1.56234 1.00239 2.94928
H 1.37248 2.11119 1.68515
H 1.23452 -0.77198 -0.07235
H -2.13574 -0.07642 -0.94357
H -1.54693 -2.06528 -1.43507
H -0.63264 -2.36879 0.16897
H 1.31123 0.36680 -3.39421
H 0.22488 -0.52817 -2.69657
O 0.40162 0.05136 -3.50137
```

The calculation puts the energy relative to the best compared isomer or geometry (same formula, charge and spin) at 36.3 kJ/mol. Its calculated total energy is -11975.576 eV. The orbital gap comes out at 0.290 Eh. The total charge is -1.

=====

A cluster of 2 separate species, C4H12NO3 in total at a distorted geometry, computed with ωB97M-V/def2-TZVPD.

```
20
C4H12NO3, DFT ωB97M-V/def2-TZVPD
C 0.61696 -0.71263 -0.74104
O -0.52926 -1.20571 -0.19124
C 0.95602 0.73664 -0.19085
C -0.17118 1.26439 0.66353
C -0.24096 0.64482 2.03124
O -1.53421 0.01817 2.22042
N 1.39973 1.76117 -1.18282
H 1.48646 -1.32520 -0.46193
H 0.54808 -0.56525 -1.84288
H 1.85967 0.62594 0.41319
H -0.30322 2.36446 0.63973
H -1.08969 1.13190 0.06683
H 0.50254 -0.11534 2.23771
H -0.23757 1.34930 2.85977
H -1.56966 -0.59362 1.45778
H 0.62943 2.42315 -1.28550
H 1.46950 1.29993 -2.09224
H -1.09734 -2.48326 -0.93417
H -1.12859 -3.35961 -2.26185
O -1.56672 -3.25925 -1.40568
```

The calculation puts the energy relative to the best compared isomer or geometry (same formula, charge and spin) at 76.3 kJ/mol. Its calculated total energy is -11975.162 eV. The orbital gap comes out at 0.290 Eh. The total charge is -1.

=====

A cluster of 2 separate species, C4H12NO3 in total at a distorted geometry, computed with ωB97M-V/def2-TZVPD.

```
20
C4H12NO3, DFT ωB97M-V/def2-TZVPD
C -1.37722 -1.85356 0.05641
C -0.56723 -0.36265 0.36472
C 0.36837 -0.35118 -0.79189
C 1.51170 0.71840 -0.88825
O 2.13339 0.69429 0.28880
O 1.70532 1.40560 -1.88700
N 0.22565 -0.21162 1.74804
H -2.12049 -1.88187 0.87149
H -2.00827 -1.68473 -0.84418
H -0.46486 -2.58377 0.09535
H -1.22444 0.50804 0.37126
H 0.82949 -1.42188 -0.89766
H -0.25636 -0.29977 -1.64634
H 3.00045 1.12683 0.33318
H 0.81971 0.65905 1.58278
H -0.50871 -0.02120 2.44030
H 0.78387 -1.03252 2.05324
H -1.37487 2.64384 -0.62840
H -0.80009 1.89437 -1.78739
O -0.67541 2.05432 -0.83448
```

The calculation puts the energy relative to the best compared isomer or geometry (same formula, charge and spin) at 191.3 kJ/mol. Its calculated total energy is -11967.614 eV. The orbital gap comes out at 0.396 Eh. The total charge is +1.

=====

A cluster of 2 separate species, C4H12NO3 in total at a distorted geometry, computed with ωB97M-V/def2-TZVPD.

```
20
C4H12NO3, DFT ωB97M-V/def2-TZVPD
C 0.62803 -1.81716 -0.93903
O -0.75296 -2.10946 -0.67988
C 0.92757 -0.41107 -0.47468
C 0.09291 0.68525 -1.09350
C 0.27340 2.04401 -0.41769
O 1.04627 2.24330 0.48301
N 0.73201 -0.36785 1.03578
H 0.84785 -1.93332 -2.00262
H 1.15945 -2.54139 -0.33452
H -1.26510 -2.11126 -1.49358
H 1.98806 -0.17536 -0.57328
H -0.97266 0.48047 -0.97564
H 0.34566 0.86418 -2.13403
H -0.39026 2.81005 -0.83670
H 1.03348 0.58827 1.29921
H -0.21161 -0.69892 1.28098
H 1.34889 -1.05596 1.47409
H -3.06965 0.16039 1.28496
H -2.22266 -0.31412 2.37843
O -2.15873 0.25439 1.59630
```

The calculation puts the energy relative to the best compared isomer or geometry (same formula, charge and spin) at 100.4 kJ/mol. Its calculated total energy is -11968.555 eV. The orbital gap comes out at 0.417 Eh. The total charge is +1.